1.
17
Properties=species:S:1:pos:R:3:forces:R:3 method="wB97M-V/def2-TZVPD" homo_ev=-8.028 smiles=CNC.CSS lumo_ev=0.5 homo_lumo_gap_ev=8.534
C -1.64505 -0.61909 1.24059 -1.1382 -0.2281 -1.0560
N -0.18825 -0.62811 1.13253 -0.1315 -1.5280 2.2747
C 0.11604 -1.65542 0.15406 -0.2833 -1.8413 -0.0619
H -1.99681 0.07256 2.02231 0.0858 -0.1806 -0.4837
H -2.09983 -1.63634 1.39054 0.5161 0.5429 0.4298
H -2.08070 -0.38087 0.22319 0.4454 0.4032 1.1087
H 0.12638 -0.94483 2.10501 -0.1456 0.5616 -1.8512
H 1.17541 -1.98855 0.14379 -0.3687 1.0918 -0.6024
H -0.36276 -2.67962 0.31118 -0.0564 1.0013 0.4322
H -0.39666 -1.33237 -0.77049 1.1690 -0.0373 -0.1247
C 2.09983 1.42411 -1.41595 0.2221 -0.3586 1.4427
S 0.41602 1.96499 -1.90672 -0.0110 0.0898 0.2981
S -0.65437 2.40954 -0.08709 1.3770 0.1753 -0.3544
H 2.11894 0.41863 -0.95464 -0.4536 0.3911 -0.1557
H 2.67298 1.27600 -2.36959 -0.4094 0.8693 0.9064
H 2.53790 2.10701 -0.59958 -0.3387 -0.6992 -1.8141
H -1.83907 2.19236 -0.61913 -0.4788 -0.2532 -0.3883

---

2.
13
Properties=species:S:1:pos:R:3:forces:R:3 method="wB97M-V/def2-TZVPD" homo_ev=-7.820 lumo_ev=-0.2 homo_lumo_gap_ev=7.666
C -2.83791 -0.72520 0.25875 4.7931 -0.5748 0.0994
C -0.80030 -1.23886 0.02345 -5.0269 -1.5356 0.2267
C 1.52660 -0.34429 -0.14755 -1.1672 -1.8346 0.0813
N -0.36651 1.20866 0.02574 -1.1367 -3.7523 3.1383
N 0.03321 -0.24853 -0.01326 2.3987 2.5394 -0.2738
O -0.79524 -2.45341 -0.02516 1.2653 1.7006 0.1202
S -3.63581 0.42181 -0.39101 -1.4060 1.3044 -0.9192
H -3.10978 -1.48486 0.93680 -0.6554 -1.0331 0.5321
H 1.77524 -0.71904 -1.14902 0.1232 0.0027 0.4161
H 1.82127 0.64421 -0.01370 0.7652 1.6211 -0.0393
H 2.01453 -0.92355 0.66202 -0.5908 -0.0587 -0.5855
H -0.33365 1.51602 -0.92555 -1.1570 0.1789 -0.5333
H -1.29946 1.05122 0.57665 1.7946 1.4420 -2.2630

---

3.
61
Properties=species:S:1:pos:R:3:forces:R:3 method="wB97M-V/def2-TZVPD" charge=+3 homo_ev=-18.582 lumo_ev=-9.5 homo_lumo_gap_ev=9.067
C 9.13834 7.66983 10.18150 0.5753 0.5433 -0.1779
C 9.39467 6.34516 9.64988 2.8790 -2.6934 1.8186
O 10.36379 5.67203 10.00690 -4.2573 1.4745 -2.4995
N 8.21110 5.77634 8.77854 0.4668 -0.3823 -0.6772
H 7.31383 5.87318 9.23200 -0.1049 -0.5736 1.4756
H 7.94669 6.30929 7.96236 1.1353 0.7606 -0.6725
C 8.39891 4.36079 8.23402 0.3130 1.0296 1.1073
H 8.34362 7.64452 10.92708 -0.1369 0.1293 0.0904
H 8.95859 8.39100 9.38420 -0.0402 0.2464 0.1259
H 10.11192 7.83721 10.64218 -0.3425 0.8689 0.2110
H 8.87843 3.87815 9.08560 -0.3401 -0.7582 -0.4038
H 9.11304 4.47434 7.41840 -0.3584 -0.4397 -0.1255
H 7.37126 4.08558 7.99674 0.5191 -0.8046 -0.2728
C 6.39964 10.33877 10.12816 -0.6727 -0.3785 -0.2169
C 6.61216 10.16338 8.63712 3.9782 4.3214 -0.8466
O 7.21422 10.97424 7.90026 -3.1879 -4.3771 2.5298
N 6.26728 8.75723 8.14716 -1.3641 0.1311 0.2892
H 7.00336 8.21573 7.71698 0.6517 0.9557 -0.9543
H 6.00827 8.11785 8.88487 -0.3302 0.4816 1.1345
C 5.05953 8.76049 7.22320 1.0120 -0.4183 -1.5113
H 6.12026 11.34730 10.43298 -0.0368 0.0484 -0.4835
H 7.31955 10.12515 10.67244 0.3179 -0.0974 -0.2498
H 5.65965 9.63798 10.51468 -0.1524 0.0676 0.0347
H 5.36877 9.37009 6.37416 -0.1734 -0.1185 -0.0968
H 4.10842 9.14402 7.59250 0.4049 -0.1904 0.7257
H 5.06788 7.70639 6.94588 -0.9726 0.1914 -0.4241
C 11.60924 8.35962 13.01870 -0.7740 0.4526 0.7970
C 10.61494 9.47712 13.17412 -0.2265 4.0934 -3.2860
O 10.36630 10.34861 12.33408 0.3516 -3.0941 2.9114
N 9.98902 9.62955 14.56998 3.0103 0.9628 -0.3998
H 9.24227 8.96902 14.73174 -2.1385 0.0426 -0.2102
H 10.67184 9.09641 15.08922 0.7908 0.4438 0.9199
C 9.90413 11.07903 15.05418 -0.9721 0.5367 -0.4527
H 12.32526 8.49787 12.20858 -0.4815 0.1256 -0.1467
H 10.95616 7.49512 12.89940 0.4809 -0.6377 -0.0154
H 12.18297 8.30397 13.94382 0.0656 -0.4288 0.0328
H 9.07707 11.56641 14.53792 0.1409 -0.2680 -0.3632
H 10.81495 11.63445 14.83054 0.0783 -0.4945 -0.0987
H 9.64103 11.22926 16.10122 0.2856 -0.9292 0.1221
C 7.48054 5.04402 17.02584 0.1127 -0.5857 -0.4205
C 8.79575 5.41166 17.62198 0.2789 -0.9723 2.9314
O 9.35712 4.79497 18.49854 -0.6714 1.6624 -2.3735
N 9.29950 6.82635 17.27790 0.0224 0.2799 1.1162
H 10.18968 6.76304 16.80498 1.0105 -0.1995 0.7288
H 8.74210 7.14031 16.49635 -1.0150 0.4208 -0.0686
C 9.25152 7.83500 18.48326 0.2783 -0.7420 -0.6455
H 6.69997 5.20694 17.76898 0.0775 -0.1087 0.2778
H 7.59408 3.97311 16.85744 -0.4521 -0.0913 0.0337
H 7.11154 5.51468 16.11457 0.5170 0.1597 0.0510
H 9.27121 8.86533 18.12808 0.2734 -0.2895 -0.2663
H 10.10480 7.60832 19.12250 -0.2650 -0.0132 -0.0201
H 8.29872 7.71413 18.99868 0.1474 -0.3505 -0.0635
N 8.03429 7.93024 15.18796 -1.8869 1.8039 0.9476
S 7.26172 7.38954 13.97996 -2.4475 -9.1702 -3.9104
O 7.17572 8.23539 12.86190 -0.0781 1.4919 -1.4435
O 6.16901 6.42887 14.27370 2.2399 3.1989 -0.5317
F 8.33784 6.31517 13.45056 0.9766 0.3669 0.2846
S 6.68308 8.86545 15.62098 -4.4099 4.5694 4.3029
O 5.58361 8.13488 16.30181 3.7115 1.8002 -2.1233
O 6.37617 10.01605 14.73230 1.1608 -3.5354 1.7314
F 7.47015 9.60645 16.80176 0.0248 -0.5192 -0.2794